Entry 1:
{
  "formula": "C18H20BrF8N2O4",
  "method": "the ωB97M-V functional and the def2-TZVPD basis",
  "species": ["N", "C", "C", "N", "C", "C", "C", "O", "C", "F", "F", "F", "C", "Br", "C", "F", "F", "C", "C", "C", "C", "C", "C", "F", "F", "F", "C", "H", "H", "H", "H", "H", "H", "H", "H", "H", "H", "H", "H", "H", "H", "C", "O", "C", "O", "O", "C", "H", "H", "H", "H", "H", "H"],
  "positions_angstrom": [[3.4258, 1.4382, 3.3114], [3.0149, 1.5308, 1.8587], [4.1457, 1.5089, 0.6719], [3.6442, 1.0808, -0.5641], [2.1396, 0.8322, -0.3274], [1.2749, 0.0765, -1.4965], [-0.3510, 0.2658, -1.3932], [-0.9321, -0.5549, -2.5072], [-0.8711, 1.8138, -1.6891], [-0.3279, 2.3036, -2.9876], [-0.6703, 2.7407, -0.5497], [-2.3668, 1.7296, -1.8868], [2.0059, 0.3485, 1.2406], [0.2445, 0.9324, 2.0886], [2.4454, -1.1856, 1.6562], [3.8668, -1.3001, 2.1157], [2.2990, -2.1770, 0.5465], [1.5347, -1.8059, 2.9132], [0.0859, -2.5594, 2.7079], [-0.7715, -3.1470, 3.9814], [-0.1853, -3.0159, 5.5210], [1.2925, -2.3086, 5.7647], [1.8936, -2.2180, 7.2917], [3.3093, -2.6656, 7.4183], [1.0368, -2.8846, 8.3212], [1.8761, -0.7507, 7.6506], [2.1393, -1.6965, 4.4620], [3.9166, 2.3115, 3.6042], [2.5386, 1.3514, 3.8933], [2.3328, 2.5057, 1.7710], [5.2695, 1.7844, 0.8569], [4.1872, 0.9637, -1.4625], [1.7444, 1.9342, -0.2862], [1.5996, 0.5724, -2.5326], [1.4835, -1.0694, -1.6123], [-0.8307, -0.1938, -0.4056], [-1.8068, -0.8953, -2.1351], [-0.3189, -2.6548, 1.5905], [-1.8249, -3.6414, 3.7153], [-0.8333, -3.4565, 6.4104], [3.1863, -1.2001, 4.7195], [-2.8920, 1.4800, -4.6943], [-3.3577, 1.4702, -6.0424], [-4.6588, 1.1109, -6.1810], [-5.4203, 0.8103, -5.2750], [-4.9660, 1.1440, -7.5023], [-6.3140, 0.7860, -7.8007], [-1.8409, 1.7812, -4.7020], [-3.4537, 2.2056, -4.0971], [-2.9603, 0.4795, -4.2551], [-7.0124, 1.4838, -7.3276], [-6.5189, -0.2423, -7.4856], [-6.4480, 0.8468, -8.8842]],
  "lowdin_charge": [0.031, -0.321, 0.156, 0.136, -0.221, -0.051, -0.210, -0.069, -0.169, 0.024, -0.005, 0.006, -0.475, 0.847, -0.238, -0.019, -0.020, -0.111, -0.025, -0.027, 0.034, -0.023, -0.218, 0.015, 0.009, -0.022, 0.072, 0.102, 0.091, 0.152, 0.183, 0.203, 0.151, 0.153, 0.141, 0.151, 0.134, 0.107, 0.110, 0.117, 0.117, -0.069, -0.002, -0.557, 0.108, -0.009, -0.050, 0.080, 0.098, 0.089, 0.100, 0.099, 0.096],
  "lumo_ev": -5.6253,
  "e_tot_ev": -121921.2193,
  "homo_ev": -11.936,
  "charge": 1
}



Entry 2:
{
  "formula": "C3H11NOS",
  "method": "the ωB97M-V functional and the def2-TZVPD basis",
  "species": ["C", "N", "C", "C", "S", "H", "H", "H", "H", "H", "H", "H", "H", "H", "O", "H", "H"],
  "positions_angstrom": [[-2.0023, 0.8526, -0.7481], [-0.7538, 1.5510, -0.4322], [0.3490, 0.7609, 0.1120], [-0.0471, -0.2461, 1.2054], [1.4254, -1.1293, 1.7601], [-2.3911, 0.3793, 0.1725], [-2.0437, 0.1788, -1.6111], [-2.7744, 1.5809, -0.9042], [-0.4515, 2.1324, -1.1969], [0.7099, 0.1627, -0.7179], [1.0735, 1.4834, 0.5087], [-0.5169, 0.3668, 1.9913], [-0.8417, -0.8639, 0.8157], [1.0619, -2.2055, 1.0828], [-0.2330, -0.3319, -2.7875], [-0.1768, -1.2073, -2.4049], [0.7019, -0.1672, -2.9659]],
  "lowdin_charge": [-0.149, -0.124, -0.339, -0.589, 0.718, 0.076, 0.058, 0.064, 0.097, 0.064, 0.112, 0.082, 0.055, -0.159, -0.060, 0.043, 0.052],
  "lumo_ev": 0.5202,
  "e_tot_ev": -17661.2650,
  "homo_ev": -8.435,
  "relative_energy_ev": 1.156,
  "charge": 0
}



Entry 3:
{
  "formula": "C5H12N2O",
  "method": "the ωB97M-V functional and the def2-TZVPD basis",
  "species": ["C", "C", "N", "C", "C", "C", "N", "O", "H", "H", "H", "H", "H", "H", "H", "H", "H", "H", "H", "H"],
  "positions_angstrom": [[-0.1683, -1.7113, 1.6269], [-0.8101, -0.9810, 0.4141], [-0.0303, 0.2240, 0.1700], [-0.3275, 1.1619, 1.3264], [-0.4776, 0.7985, -1.1653], [0.6631, 0.7677, -2.2507], [1.8849, 0.4197, -1.7712], [0.5908, 0.9831, -3.4467], [0.0021, -1.1753, 2.6417], [0.7787, -2.1324, 1.2857], [-0.8553, -2.6476, 1.7889], [-0.7327, -1.5990, -0.4354], [-1.9170, -0.7910, 0.5602], [-0.0331, 2.1504, 1.2874], [-1.4631, 1.1656, 1.6885], [0.1869, 0.6638, 2.1267], [-0.7011, 1.8790, -1.0154], [-1.3484, 0.2426, -1.5766], [2.6738, 0.3604, -2.4546], [2.0843, 0.2209, -0.8007]],
  "lowdin_charge": [-0.101, -0.304, -0.215, -0.079, -0.076, -0.527, 0.133, 0.022, 0.088, 0.059, 0.099, 0.094, 0.126, 0.046, 0.128, 0.040, 0.126, 0.124, 0.133, 0.084],
  "lumo_ev": 0.8861,
  "e_tot_ev": -10406.4869,
  "homo_ev": -9.192,
  "relative_energy_ev": 1.937,
  "charge": 0
}



Entry 4:
{
  "formula": "C3H6O",
  "method": "the ωB97M-V functional and the def2-TZVPD basis",
  "species": ["C", "C", "C", "O", "H", "H", "H", "H", "H", "H"],
  "positions_angstrom": [[-1.5390, -0.1364, -0.4938], [-0.1296, 0.2153, 0.0248], [1.0829, -0.3636, 0.2853], [2.3145, 0.3299, 0.3019], [-2.2325, -0.1659, 0.4877], [-1.8092, 0.7484, -1.0089], [-1.4577, -1.0809, -1.2536], [-0.1360, 1.3131, 0.1000], [1.2054, -1.4735, 0.3233], [2.7011, 0.6136, 1.2333]],
  "lowdin_charge": [-0.121, -0.174, -0.217, -0.102, 0.114, 0.025, 0.121, 0.093, 0.110, 0.152],
  "lumo_ev": 0.9797,
  "e_tot_ev": -5253.4765,
  "homo_ev": -9.083,
  "relative_energy_ev": 2.218,
  "charge": 0
}



Entry 5:
{
  "formula": "C3H10NS2",
  "method": "the ωB97M-V functional and the def2-TZVPD basis",
  "species": ["C", "C", "S", "S", "C", "N", "H", "H", "H", "H", "H", "H", "H", "H", "H", "H"],
  "positions_angstrom": [[-0.0795, 0.5352, 1.5925], [-0.5509, -0.0402, 0.2732], [-0.5556, -1.7942, 0.3923], [-2.3455, 0.4513, -0.1645], [0.2058, 0.3878, -1.0050], [1.6172, -0.2151, -0.9918], [-0.7901, 0.9007, 2.2275], [0.4853, 1.4306, 1.4346], [0.5094, -0.1954, 2.2057], [-0.8898, -1.7765, -0.9625], [-2.9232, -0.3916, 0.8897], [0.1595, 1.4282, -1.0747], [-0.3172, 0.0809, -1.9038], [1.2932, -1.2274, -1.1766], [1.9791, 0.0862, -0.0511], [2.2021, 0.3396, -1.6855]],
  "lowdin_charge": [-0.145, -1.166, 0.806, 0.706, -0.271, 0.167, 0.048, 0.085, 0.101, -0.050, -0.026, 0.108, 0.110, 0.153, 0.175, 0.200],
  "lumo_ev": -3.8536,
  "e_tot_ev": -26425.5914,
  "homo_ev": -12.856,
  "relative_energy_ev": 1.958,
  "charge": 1
}



Entry 6:
{
  "formula": "C5H7BO3",
  "method": "the ωB97M-V functional and the def2-TZVPD basis",
  "species": ["B", "C", "C", "C", "C", "C", "O", "O", "O", "H", "H", "H", "H", "H", "H", "H"],
  "positions_angstrom": [[1.6595, -0.0893, 0.0594], [-1.8516, 0.6813, -0.2044], [-0.6253, -1.5574, -0.3787], [-0.7585, 1.3993, 0.2573], [0.5826, -1.1203, -0.1640], [-1.7825, -0.6462, 0.2760], [0.2062, 0.8796, 0.8828], [1.9675, 0.5365, -1.1770], [2.6264, -0.3758, 1.0279], [-2.6049, 1.2701, -0.6477], [-0.7105, -2.4629, -0.9944], [-0.6881, 2.4444, -0.1728], [-1.6417, -0.5764, 1.3770], [-2.7457, -1.2696, 0.1368], [2.8628, 0.8658, -1.2466], [3.5038, 0.0209, 0.9684]],
  "lowdin_charge": [-0.817, -0.096, 0.011, -0.270, 0.289, -0.194, 0.002, 0.120, 0.138, 0.088, 0.131, 0.138, 0.133, 0.139, 0.089, 0.101],
  "lumo_ev": [-0.9532, -0.9575],
  "e_tot_ev": -12115.4886,
  "homo_ev": [-8.397, -8.394],
  "relative_energy_ev": 3.364,
  "charge": 0
}